No. 1
C2H5FIN | the ωB97M-V functional and the def2-TZVPD basis

```
10
Properties=species:S:1:pos:R:3:forces:R:3:nbo_charge:R:1
C -0.8824 -0.8752 0.2046 3.5 2.2 1.9 -0.590
C -0.2936 0.4781 -0.2265 -2.4 -0.1 -0.8 -0.324
N 0.9938 0.3299 -0.7298 3.6 2.0 1.1 -0.244
F 1.7353 2.2361 0.4007 -0.7 -1.7 -1.0 -0.587
I 2.5649 -0.6539 0.0434 -1.0 0.3 0.1 0.561
H -0.6773 -1.6119 -0.4558 0.8 -2.3 -2.3 0.207
H -0.3048 -1.0698 1.0973 -0.1 -0.6 0.6 0.212
H -1.8623 -0.9120 0.4239 -3.5 0.5 0.7 0.226
H -0.6755 0.7576 -1.2058 -1.2 0.4 0.0 0.231
H -0.5981 1.3211 0.4481 1.1 -0.8 -0.2 0.309
```
Positions in Å, forces in eV/Å.

Calculated values
Kohn-Sham gap (spin up / spin down) in eV: 6.9 / 6.9
LUMO level (spin up / spin down) in eV: -3.0 / -3.0

***

No. 2
C2H5FIP | the ωB97M-V functional and the def2-TZVPD basis

```
10
Properties=species:S:1:pos:R:3:forces:R:3:nbo_charge:R:1
C 0.1111 1.0961 -0.2356 0.3 -2.1 -2.1 -0.722
C -0.8310 -0.0144 0.1270 -0.4 0.4 2.9 -0.068
F -0.5385 -0.1671 2.0154 -0.6 0.7 -3.1 -0.569
P -0.3665 -1.6925 -0.2377 -0.2 -0.3 -1.6 0.372
I -2.9727 0.0079 -0.0387 0.8 0.7 0.2 0.230
H -0.1323 1.6829 -1.1430 0.0 -1.1 -0.1 0.253
H 0.2222 1.8646 0.4173 -0.1 1.8 2.8 0.259
H 1.0998 0.5759 -0.2859 -0.6 0.8 -0.4 0.231
H -1.1193 -2.0928 0.8292 -0.2 -0.8 0.8 0.031
H 0.8673 -1.5440 0.3306 0.9 -0.2 0.7 -0.018
```
Positions in Å, forces in eV/Å.

Calculated values
Kohn-Sham gap in eV: 9.5
LUMO level in eV: -0.3

***

No. 3
C2H5FN2 | the ωB97M-V functional and the def2-TZVPD basis

```
10
Properties=species:S:1:pos:R:3:forces:R:3:nbo_charge:R:1
N -0.5678 1.2654 -0.5615 -2.6 3.1 -1.7 -0.656
N 0.7073 1.1851 -0.1858 1.4 -4.1 1.3 -0.176
C 0.9945 -0.0384 0.2706 -0.8 3.3 -0.5 -0.078
C -0.1076 -1.0507 0.4784 0.8 0.4 0.8 -0.030
F -0.7569 -1.4344 -0.6859 -0.4 0.2 -0.3 -0.373
H -0.7551 2.2295 -0.9173 0.2 -1.2 0.5 0.362
H -1.0577 0.6269 -1.2057 1.0 -0.3 0.8 0.386
H 1.9858 -0.1411 0.7352 -0.5 -0.2 -0.5 0.200
H 0.4049 -1.9234 0.8035 0.1 -1.0 0.6 0.176
H -0.8475 -0.7190 1.2685 0.6 -0.1 -1.1 0.190
```
Positions in Å, forces in eV/Å.

Calculated values
Kohn-Sham gap in eV: 9.8
SMILES: N/N=C\CF
LUMO level in eV: 0.9

***

No. 4
C2H5FN2O | the ωB97M-V functional and the def2-TZVPD basis

```
11
Properties=species:S:1:pos:R:3:forces:R:3:nbo_charge:R:1
N 1.3345 0.9246 -0.7269 -3.4 0.6 2.4 -0.649
N 0.6457 -0.3361 -1.0132 -3.0 2.9 3.5 -0.493
C -0.3287 -0.9234 -0.1273 4.5 -0.2 -1.1 0.615
O -0.4759 -2.1146 -0.1077 -0.9 -0.5 -0.3 -0.548
C -0.8815 -0.0227 0.9082 -2.6 0.3 0.8 -0.061
F -1.7323 0.8152 0.0555 0.9 -0.4 2.0 -0.371
H 1.3979 0.8331 0.4323 -0.1 1.4 -4.1 0.344
H 0.5590 1.7201 -1.0783 2.8 -2.3 1.9 0.369
H 1.1851 -0.8021 -1.6216 1.7 -2.9 -2.3 0.386
H -1.4777 -0.6415 1.6772 0.3 0.9 -1.7 0.213
H -0.2261 0.5473 1.6020 -0.1 0.2 -1.2 0.195
```
Positions in Å, forces in eV/Å.

Calculated values
Kohn-Sham gap in eV: 10.5
SMILES: NNC(=O)CF
LUMO level in eV: 0.6

***

No. 5
C2H5FN4 | the ωB97M-V functional and the def2-TZVPD basis

```
12
Properties=species:S:1:pos:R:3:forces:R:3:nbo_charge:R:1
C 0.2399 0.2410 -0.4935 1.0 -0.1 -0.3 0.007
C 1.5267 0.1136 0.2436 0.1 -3.9 3.0 -0.605
N -0.3848 1.4420 0.0524 -3.4 2.6 0.5 -0.155
N -1.5548 1.5350 0.2744 2.9 -0.9 -1.1 0.041
N -0.6752 -0.7981 -0.3028 -0.6 -0.6 -1.3 -0.427
N -1.9363 -0.4706 -0.5843 -1.4 0.4 0.4 0.141
F -2.7711 -1.0020 0.4694 1.1 0.0 -0.7 -0.286
H 0.5503 0.2358 -1.5340 -0.7 1.2 -0.4 0.228
H 1.8495 -0.9559 -0.0203 0.2 1.5 0.4 0.220
H 1.4345 0.1137 1.4445 0.0 0.3 -2.8 0.222
H 2.2568 0.8037 -0.0802 0.7 0.8 -0.3 0.238
H -0.5355 -1.2582 0.5309 -0.1 -1.4 2.5 0.377
```
Positions in Å, forces in eV/Å.

Calculated values
Kohn-Sham gap (spin up / spin down) in eV: 8.9 / 9.1
LUMO level (spin up / spin down) in eV: 0.5 / 0.4

***

No. 6
C2H5FNO | the ωB97M-V functional and the def2-TZVPD basis

```
10
Properties=species:S:1:pos:R:3:forces:R:3:nbo_charge:R:1
C 0.1628 -1.0863 0.4115 -2.6 2.7 -0.9 -0.656
C 0.4290 0.3295 -0.2822 -0.1 -1.2 -1.9 0.336
N -0.3235 1.3598 0.3205 -3.4 0.3 -1.6 -0.666
O -2.2174 0.5467 -0.3412 2.2 1.0 0.8 -0.660
F 1.8175 0.5628 -0.0600 1.1 0.4 0.7 -0.445
H 0.5792 -1.0563 1.3893 -0.1 0.4 1.1 0.194
H 0.6529 -1.8754 -0.0390 1.1 -1.5 -1.6 0.177
H -0.9641 -1.2481 0.3628 1.5 0.3 0.4 0.256
H 0.5362 0.2795 -1.4658 -1.2 -0.1 2.1 0.108
H -0.6724 2.1878 -0.2959 1.4 -2.3 0.9 0.355
```
Positions in Å, forces in eV/Å.

Calculated values
Kohn-Sham gap (spin up / spin down) in eV: 8.2 / 8.3
Total charge: -1
LUMO level (spin up / spin down) in eV: 4.6 / 4.6

***

No. 7
C2H5FNO | the ωB97M-V functional and the def2-TZVPD basis

```
10
Properties=species:S:1:pos:R:3:forces:R:3:nbo_charge:R:1
C -0.6641 1.0022 0.3668 0.3 0.8 1.8 -0.652
C -0.1028 -0.2667 -0.2950 -0.4 0.3 1.7 0.307
N 0.8882 -0.8899 0.4797 2.2 -3.2 -1.5 -0.575
O 2.5347 -0.8352 -0.7532 -1.9 0.0 1.3 -0.772
F -1.2496 -1.1218 -0.5303 -0.1 0.0 0.4 -0.434
H -1.0729 0.9215 1.3996 -0.4 -1.1 -0.7 0.200
H -1.4157 1.3363 -0.3087 -0.8 0.7 -0.3 0.191
H -0.0216 1.8739 0.6844 0.4 -1.0 -1.5 0.216
H 0.1624 -0.0397 -1.2772 1.0 0.4 -1.6 0.155
H 0.9415 -1.9805 0.2339 -0.3 3.2 0.5 0.363
```
Positions in Å, forces in eV/Å.

Calculated values
Kohn-Sham gap (spin up / spin down) in eV: 7.7 / 7.4
Total charge: -1
LUMO level (spin up / spin down) in eV: 4.3 / 4.4

***

No. 8
C2H5FNO | the ωB97M-V functional and the def2-TZVPD basis

```
10
Properties=species:S:1:pos:R:3:forces:R:3:lowdin_spin:R:1
C 1.7952 0.2564 -0.0786 0.3 -0.3 -2.0 0.709
C -0.5729 -0.3119 0.5013 1.0 0.8 1.4 0.400
N -1.5362 0.0960 -0.3676 -1.4 0.1 -1.8 0.379
O -2.1570 1.2398 -0.2502 -0.2 0.4 0.1 0.268
F -0.4518 -1.6876 0.3717 0.0 -1.2 0.5 0.047
H 1.2687 0.8191 -0.8771 0.5 0.0 1.0 0.039
H 2.0531 -0.7576 -0.4768 -0.2 0.9 1.1 0.049
H 1.7134 0.5266 0.9674 0.2 -0.2 -0.4 0.047
H -0.5777 0.1124 1.5597 -0.7 -0.9 -1.3 0.041
H -1.5346 -0.2933 -1.3497 0.4 0.3 1.4 0.021
```
Positions in Å, forces in eV/Å.

Calculated values
Kohn-Sham gap (spin up / spin down) in eV: 4.8 / 6.3
<S²>: 2.011
Total charge: -1
LUMO level (spin up / spin down) in eV: 4.8 / 4.1
Multiplicity: 3

***

No. 9
C2H5FO2 | the ωB97M-V functional and the def2-TZVPD basis

```
10
Properties=species:S:1:pos:R:3:forces:R:3:lowdin_spin:R:1
C 0.9339 -0.8656 -1.3460 0.3 -0.7 -0.2 0.031
C 0.3441 1.0506 -0.1841 -1.3 1.9 -0.1 1.286
O -1.6587 0.0071 2.5286 -0.2 -0.2 0.1 0.017
O 0.1838 0.3243 -1.2525 0.4 -1.5 -1.1 0.373
F -0.4892 2.0975 -0.3262 0.5 0.5 1.4 0.266
H 1.6095 -0.9711 -0.4941 -0.1 -0.1 -0.2 0.014
H 1.5013 -0.8344 -2.2774 0.0 0.0 0.1 0.002
H 0.2359 -1.7041 -1.3784 0.1 0.0 0.1 0.003
H -1.9527 0.8110 2.0913 0.2 0.0 0.0 0.002
H -0.7078 0.0846 2.6390 0.0 0.2 -0.1 0.006
```
Positions in Å, forces in eV/Å.

Calculated values
Kohn-Sham gap (spin up / spin down) in eV: 8.1 / 9.3
<S²>: 2.004
LUMO level (spin up / spin down) in eV: 0.9 / -2.1
Multiplicity: 3

***

No. 10
C2H5FOS | the ωB97M-V functional and the def2-TZVPD basis

```
10
Properties=species:S:1:pos:R:3:forces:R:3:lowdin_spin:R:1
C 1.2527 0.0457 0.6566 0.0 -1.2 0.0 0.064
C -1.4242 -0.3815 -0.5149 -0.5 -4.2 -3.9 0.572
O 0.2836 1.7468 -1.0938 0.5 0.9 -3.6 0.465
F -0.9127 -1.5711 -0.0306 0.1 0.7 0.3 0.117
S -0.0653 1.1477 0.1616 0.5 0.4 5.4 0.693
H 1.9398 0.8145 0.4472 2.2 0.2 0.3 0.016
H 1.5444 -0.9479 0.2078 -0.9 1.2 -0.4 0.015
H 1.1606 -0.2164 1.7087 0.0 0.7 0.2 0.001
H -2.2261 -0.1000 0.0664 -1.7 0.8 1.0 0.021
H -1.5530 -0.5377 -1.6088 -0.1 0.5 0.7 0.036
```
Positions in Å, forces in eV/Å.

Calculated values
Kohn-Sham gap (spin up / spin down) in eV: 6.6 / 8.1
<S²>: 2.009
LUMO level (spin up / spin down) in eV: 0.9 / -2.2
Multiplicity: 3

***

No. 11
C2H5FS | the ωB97M-V functional and the def2-TZVPD basis

```
9
Properties=species:S:1:pos:R:3:forces:R:3:nbo_charge:R:1
C -0.5375 0.6902 -0.2202 -1.4 0.9 0.8 -0.719
C 0.5138 -0.1767 0.3466 -1.4 -0.5 -0.1 -0.236
S 1.9989 0.3641 0.4293 1.6 -0.2 0.4 0.022
H -0.3101 0.8817 -1.2595 -0.5 -0.9 -0.8 0.263
H -0.3204 1.7640 0.0583 -0.8 -1.1 0.6 0.253
H -1.5997 0.2779 0.0104 1.8 1.2 -0.7 0.230
H 0.1689 -1.1924 0.6458 0.6 0.6 -0.2 0.217
F 1.8425 -2.5075 -0.7741 0.8 0.9 0.8 -0.589
H 2.2793 -1.8235 -0.2455 -0.7 -1.0 -0.9 0.559
```
Positions in Å, forces in eV/Å.

Calculated values
Kohn-Sham gap (spin up / spin down) in eV: 8.9 / 8.9
SMILES: CC=S.F
LUMO level (spin up / spin down) in eV: -0.5 / -0.5

***

No. 12
C2H5IN2O | the ωB97M-V functional and the def2-TZVPD basis

```
11
Properties=species:S:1:pos:R:3:forces:R:3:nbo_charge:R:1
C 0.6677 1.1269 0.6943 -1.4 -3.2 0.6 0.924
C -0.1159 -1.7461 -0.2495 1.0 1.4 -2.6 -0.453
N 0.4910 1.9742 -0.1937 -4.6 0.2 -4.4 -0.824
N -0.7008 -0.4170 -0.4629 -0.1 1.2 1.7 -0.789
O 1.1916 0.9234 1.6882 1.2 -1.0 1.9 -0.449
I -2.6057 -0.2787 0.4786 0.5 -0.1 -0.3 0.118
H -0.4216 -2.5405 -1.0136 0.2 1.1 1.0 0.192
H 0.9188 -1.3920 -0.4511 0.0 -1.2 -0.1 0.199
H -0.1139 -2.1023 0.7323 -0.3 -0.7 1.6 0.187
H -0.3635 1.7314 -0.7984 2.0 0.4 0.7 0.476
H 1.0523 2.7208 -0.4242 1.5 2.0 -0.1 0.418
```
Positions in Å, forces in eV/Å.

Calculated values
Kohn-Sham gap (spin up / spin down) in eV: 7.5 / 7.5
LUMO level (spin up / spin down) in eV: -0.3 / -0.3

***

No. 13
C2H5IN2OS | the ωB97M-V functional and the def2-TZVPD basis

```
12
Properties=species:S:1:pos:R:3:forces:R:3:nbo_charge:R:1
O 0.3229 2.3732 0.4922 -1.0 -1.0 -0.1 -0.908
S 1.6185 2.4290 -0.5276 -0.7 -0.5 0.6 0.839
N 2.7357 1.3900 -0.0816 0.2 -0.3 0.3 -0.678
C 3.1311 0.4480 0.6383 -0.6 -0.5 0.1 -0.057
I 4.9173 -0.5084 -0.0578 -0.2 0.0 0.4 0.058
H -0.3031 1.5604 0.3775 1.8 1.3 0.0 0.524
H 2.6218 -0.1052 1.4989 0.6 1.1 -1.2 0.202
C 0.3452 -0.8426 -0.8085 1.9 -3.2 0.9 -0.009
N -0.0958 -0.4306 0.3007 -0.7 -1.4 1.4 -0.671
H 1.0269 -1.8743 -0.9428 -2.0 2.6 0.2 0.158
H 0.1464 -0.2690 -1.6854 0.2 0.5 -0.6 0.178
H -0.0389 -1.1226 1.1401 0.5 1.5 -2.0 0.365
```
Positions in Å, forces in eV/Å.

Calculated values
Kohn-Sham gap in eV: 8.8
SMILES: OS/N=C/I.C=N
LUMO level in eV: 0.3

***

No. 14
C2H5IN2S | the ωB97M-V functional and the def2-TZVPD basis

```
11
Properties=species:S:1:pos:R:3:forces:R:3:nbo_charge:R:1
C -0.1719 1.1230 -1.1816 1.2 -0.9 -1.8 -0.578
C 0.8553 0.5799 -0.4959 -0.4 -0.3 -0.2 0.100
N 0.7122 0.4938 0.8767 1.0 -0.2 0.4 -0.861
I 2.6067 -0.3374 -1.4105 -1.4 0.6 0.7 0.128
H -0.3725 1.0555 -2.2599 0.8 0.1 0.5 0.233
H -0.9436 1.6157 -0.6662 -0.9 0.5 0.9 0.200
H 1.4143 0.0885 1.5463 -1.3 1.1 -1.3 0.423
H -0.0731 1.1048 1.1409 0.9 -0.9 0.7 0.404
N -0.9210 -2.1819 0.4211 0.3 0.2 0.3 -0.751
S -1.6180 -1.6469 -0.8547 -0.1 0.0 -0.3 0.371
H 0.0811 -2.3180 0.2270 -0.2 -0.2 0.0 0.332
```
Positions in Å, forces in eV/Å.

Calculated values
Kohn-Sham gap (spin up / spin down) in eV: 7.3 / 7.3
SMILES: C=C(N)I.N=S
LUMO level (spin up / spin down) in eV: -0.8 / -0.8

***

No. 15
C2H5IN2S | the ωB97M-V functional and the def2-TZVPD basis

```
11
Properties=species:S:1:pos:R:3:forces:R:3:nbo_charge:R:1
C 1.0996 -0.8407 -0.9279 -0.6 0.6 -3.8 -0.513
C 1.2620 -0.3865 0.2463 0.2 2.0 2.9 0.295
N 1.1347 -0.4902 1.6201 0.3 -1.3 0.4 -0.472
N 1.3065 0.8253 0.9486 1.1 1.4 1.2 -0.473
H 1.0593 -0.2168 -1.8501 0.7 -0.1 1.1 0.221
H 0.6734 -1.7600 -1.1417 -0.3 -2.0 0.1 0.214
H 0.2039 -0.6866 2.0188 0.3 0.6 -0.7 0.361
H 2.2344 1.2250 1.3375 -1.6 -1.2 -1.4 0.366
S -3.2121 1.4753 -1.3013 -1.2 -0.4 0.0 -0.189
I -3.7871 -0.4642 0.0011 -0.1 0.2 -0.2 0.056
H -1.9747 1.3194 -0.9514 1.4 0.1 0.2 0.134
```
Positions in Å, forces in eV/Å.

Calculated values
Kohn-Sham gap in eV: 8.2
SMILES: C=C1NN1.SI
LUMO level in eV: -0.9

***

No. 16
C2H5ISi | the ωB97M-V functional and the def2-TZVPD basis

```
9
Properties=species:S:1:pos:R:3:forces:R:3:nbo_charge:R:1
I 3.6456 -0.0457 -0.0173 -1.7 1.0 0.2 -0.244
Si 1.1760 0.9827 0.0724 0.4 -3.7 -0.6 0.945
C -0.1275 -0.2395 0.7244 0.8 -0.1 2.3 -0.763
C 0.1205 -0.4620 -0.7426 0.6 -0.6 -0.7 -0.794
H 0.8406 2.2804 -0.3603 0.1 1.3 -0.3 -0.138
H -1.0605 0.2297 1.0689 0.3 -0.2 -0.4 0.244
H 0.2564 -0.9601 1.5246 -0.6 0.8 -1.4 0.251
H 0.8267 -1.3823 -0.9138 -1.8 1.8 -0.1 0.253
H -0.7993 -0.2987 -1.4227 1.9 -0.4 1.0 0.247
```
Positions in Å, forces in eV/Å.

Calculated values
Kohn-Sham gap in eV: 8.2
SMILES: I[SiH]1CC1
LUMO level in eV: -0.4

***

No. 17
C2H5N | the ωB97M-V functional and the def2-TZVPD basis

```
8
Properties=species:S:1:pos:R:3:forces:R:3:nbo_charge:R:1
H -1.6941 1.8259 0.9493 0.9 -2.4 -0.7 0.329
N -1.5062 0.7871 0.6150 7.5 1.7 -0.9 -0.647
C -0.0296 0.6058 0.2987 -8.9 0.6 1.0 0.144
C 0.2150 -0.7060 -0.3173 -1.4 0.3 2.5 -0.705
H 0.7362 1.3252 0.4524 0.3 0.8 0.2 0.175
H -0.7076 -1.2313 -0.1228 0.0 -0.8 0.5 0.250
H 1.0850 -1.1668 0.0412 1.2 -0.9 0.7 0.218
H 0.2343 -0.7546 -1.3297 0.5 0.7 -3.4 0.236
```
Positions in Å, forces in eV/Å.

Calculated values
Kohn-Sham gap in eV: 10.5
SMILES: [H]/N=C/C
LUMO level in eV: 0.6

***

No. 18
C2H5N | the ωB97M-V functional and the def2-TZVPD basis

```
8
Properties=species:S:1:pos:R:3:forces:R:3:lowdin_spin:R:1
C -1.8637 0.4704 -0.1703 9.6 10.3 4.0 0.919
C -2.6580 -0.2683 -0.5957 -9.4 -10.3 -3.7 0.926
N 1.5682 0.3414 0.6246 -0.5 -0.5 0.5 0.004
H -1.1878 1.0474 0.3413 1.2 0.6 1.1 0.071
H 2.3438 -0.1929 1.0080 0.1 0.2 -0.2 0.000
H -3.4027 -0.7734 -1.0757 -1.4 -0.6 -1.5 0.076
H 0.7331 -0.1334 1.0188 0.6 0.5 -0.8 0.004
H 1.6020 0.2444 -0.3930 -0.3 -0.2 0.5 0.001
```
Positions in Å, forces in eV/Å.

Calculated values
Kohn-Sham gap (spin up / spin down) in eV: 5.9 / 7.2
<S²>: 2.004
LUMO level (spin up / spin down) in eV: 1.1 / -3.0
Multiplicity: 3

***

No. 19
C2H5N2 | the ωB97M-V functional and the def2-TZVPD basis

```
9
Properties=species:S:1:pos:R:3:forces:R:3:nbo_charge:R:1
N -1.7779 -0.0250 0.0342 -3.5 0.1 -0.3 -0.052
N -0.6102 -0.0434 -0.0485 4.2 0.3 -0.2 0.070
C 0.5300 -0.8833 -0.0699 0.3 -1.8 0.9 -0.263
C 0.7062 0.6309 0.0074 -0.2 0.4 -1.7 -0.249
H -2.0742 0.9537 0.0013 -0.6 0.3 0.3 0.365
H 0.6317 -1.6209 -0.9568 0.2 1.7 1.4 0.307
H 0.6938 -1.2764 0.9553 -0.1 -0.5 -1.0 0.272
H 0.8536 1.0942 0.9835 0.3 -0.2 -0.3 0.272
H 1.0471 1.1703 -0.9065 -0.6 -0.3 0.9 0.280
```
Positions in Å, forces in eV/Å.

Calculated values
Kohn-Sham gap in eV: 11.0
SMILES: N=[N+]1CC1
Total charge: +1
LUMO level in eV: -6.1

***

No. 20
C2H5N2O | the ωB97M-V functional and the def2-TZVPD basis

```
10
Properties=species:S:1:pos:R:3:forces:R:3:nbo_charge:R:1
C 1.4779 0.0620 0.2780 -0.4 -0.3 -0.1 0.692
C 0.3769 -0.7555 0.5296 -2.2 -0.3 -0.6 0.201
N 1.0399 -0.9396 -0.6004 -0.6 -2.7 -1.2 -0.495
N -1.2082 0.7558 0.0278 0.7 -3.1 -2.5 -0.979
O 2.1441 0.9756 0.4115 2.1 2.1 0.4 -0.383
H -0.4277 -1.2342 1.0878 0.7 -0.2 0.1 0.288
H 0.9394 -1.6405 -1.4129 0.4 1.5 1.3 0.479
H -1.6620 0.3789 -0.8368 0.1 0.1 1.3 0.397
H -0.8712 1.6130 -0.2752 0.8 2.3 0.0 0.399
H -1.8090 0.7845 0.7905 -1.5 0.5 1.4 0.400
```
Positions in Å, forces in eV/Å.

Calculated values
Kohn-Sham gap in eV: 10.7
Total charge: +1
LUMO level in eV: -5.4